Record 1
Formula: C43H37AsBaN6O8S
Source: the OMol25 dataset
Level of theory: wB97M-V/def2-TZVPD

Properties
Orbital gap (eV): 6.389
Highest occupied orbital energy (eV): -2.3
Energy above the lowest of the compared OMol25 structures with the same formula, charge and spin (eV): 3.135
Net charge: -2
Energy (hartree): -5250.87342

```
97
C43H37AsBaN6O8S wB97M-V/def2-TZVPD
Ba -0.464 -1.052 0.151
O -4.268 -0.572 -3.663
C -3.865 -0.678 -2.360
C -3.319 -1.860 -1.869
C -2.904 -1.881 -0.555
N -2.961 -0.814 0.235
C -3.520 0.302 -0.220
C -4.022 0.405 -1.510
C -3.544 1.482 0.776
O -4.437 2.333 0.592
O -2.640 1.461 1.644
C -2.380 -3.136 0.144
O -2.773 -4.239 -0.245
O -1.614 -2.891 1.128
H -3.961 -1.357 -4.126
H -3.196 -2.745 -2.482
H -4.481 1.325 -1.846
N 0.143 -0.195 2.571
N 1.489 0.240 2.523
C 2.064 0.550 1.278
O 3.180 1.082 1.296
O 1.387 0.212 0.248
H -0.520 0.586 2.595
H 0.012 -0.740 3.419
H 1.791 0.872 3.249
C 1.498 -3.826 1.625
N 1.155 -3.079 0.417
C 1.626 -3.503 -0.696
C 1.242 -2.939 -1.948
C 1.688 -3.280 -3.236
C 0.933 -2.512 -4.124
C 0.070 -1.748 -3.324
N 0.250 -1.997 -2.023
C 2.983 -3.877 1.898
C 3.703 -2.684 1.983
C 5.060 -2.699 2.252
C 5.725 -3.905 2.438
C 5.023 -5.096 2.336
C 3.660 -5.079 2.063
H 1.089 -4.840 1.565
H 0.999 -3.321 2.457
H 2.325 -4.353 -0.738
H 2.461 -3.996 -3.482
H 0.993 -2.511 -5.204
H -0.671 -1.029 -3.653
H 3.183 -1.745 1.841
H 5.598 -1.761 2.317
H 6.786 -3.915 2.662
H 5.539 -6.041 2.466
H 3.115 -6.013 1.984
O -1.036 0.784 -1.052
As 0.139 1.882 -1.243
C -0.713 3.480 -2.003
C -2.058 3.694 -1.721
C -2.658 4.908 -2.026
C -1.911 5.921 -2.609
C -0.563 5.720 -2.885
C 0.031 4.506 -2.579
C 1.373 1.388 -2.637
C 0.856 1.500 -3.926
C 1.611 1.113 -5.019
C 2.890 0.609 -4.824
C 3.402 0.490 -3.541
C 2.645 0.871 -2.441
C 0.833 2.918 0.229
C 2.079 3.521 0.156
C 2.509 4.332 1.193
C 1.696 4.538 2.298
C 0.442 3.945 2.360
C 0.002 3.136 1.322
H -2.629 2.903 -1.247
H -3.702 5.065 -1.787
H -2.372 6.874 -2.842
H 0.027 6.518 -3.322
H 1.085 4.348 -2.788
H -0.148 1.888 -4.058
H 1.203 1.193 -6.019
H 3.482 0.292 -5.674
H 4.397 0.090 -3.392
H 3.023 0.749 -1.433
H 2.726 3.331 -0.693
H 3.495 4.779 1.154
H 2.049 5.148 3.121
H -0.197 4.106 3.219
H -0.978 2.660 1.362
S -1.042 -1.996 5.343
C -2.501 -1.432 4.720
N -2.924 -1.783 3.471
C -4.116 -1.413 2.962
C -4.971 -0.617 3.661
C -4.565 -0.172 4.931
C -3.376 -0.591 5.458
H -2.278 -2.275 2.828
H -4.331 -1.776 1.974
H -5.910 -0.308 3.228
H -5.200 0.507 5.487
H -3.049 -0.283 6.439
```

=====

Record 2
Formula: C43H37AsCl5F6N3O3P2PtS
Source: the OMol25 dataset
Level of theory: wB97M-V/def2-TZVPD

Properties
Orbital gap (spin up / spin down) (eV): 7.978 / 5.990
Highest occupied orbital energy (spin up / spin down) (eV): -10.6 / -11.2
Multiplicity: 4
Energy above the lowest of the compared OMol25 structures with the same formula, charge and spin (eV): 0.000
Net charge: +1
Energy (hartree): -8386.82257

```
102
C43H37AsCl5F6N3O3P2PtS wB97M-V/def2-TZVPD
Pt 1.337 -0.196 -1.540
C 0.303 -3.705 1.180
N 0.864 -2.727 0.228
P 1.122 -1.116 0.683
C -0.448 -0.691 1.510
C -1.566 -0.388 0.727
C -2.804 -0.189 1.320
C -2.937 -0.300 2.700
C -1.836 -0.609 3.485
C -0.592 -0.798 2.894
C 2.333 -1.092 1.990
C 2.532 0.124 2.647
C 3.501 0.225 3.631
C 4.271 -0.886 3.953
C 4.086 -2.090 3.284
C 3.125 -2.194 2.289
P 0.556 -2.758 -1.434
C 1.926 -3.597 -2.204
C 1.818 -3.924 -3.560
C 2.877 -4.552 -4.191
C 4.048 -4.814 -3.489
C 4.158 -4.471 -2.147
C 3.099 -3.860 -1.500
C -0.881 -3.820 -1.646
C -2.158 -3.259 -1.609
C -3.272 -4.079 -1.686
C -3.110 -5.455 -1.805
C -1.837 -6.013 -1.857
C -0.715 -5.200 -1.784
H 0.585 -3.417 2.191
H 0.700 -4.699 0.981
H -0.788 -3.743 1.125
H -1.467 -0.307 -0.344
H -3.666 0.057 0.708
H -3.905 -0.145 3.167
H -1.940 -0.701 4.560
H 0.263 -1.050 3.511
H 1.938 0.995 2.377
H 3.663 1.171 4.137
H 5.030 -0.810 4.724
H 4.704 -2.947 3.525
H 3.006 -3.121 1.738
H 0.910 -3.695 -4.110
H 2.798 -4.821 -5.238
H 4.886 -5.276 -3.996
H 5.077 -4.664 -1.609
H 3.187 -3.575 -0.461
H -2.279 -2.182 -1.526
H -4.267 -3.649 -1.659
H -3.981 -6.097 -1.865
H -1.715 -7.085 -1.959
H 0.279 -5.632 -1.834
Cl 0.110 -0.342 -6.541
C 1.570 0.091 -5.651
Cl 2.921 -1.001 -6.011
C 1.345 0.069 -4.145
O 1.945 0.909 -3.442
O 0.550 -0.788 -3.609
H 1.876 1.079 -5.947
Cl 1.772 4.104 5.773
C 0.703 4.241 4.418
C 0.030 3.123 3.962
C -0.818 3.255 2.873
C -1.013 4.468 2.227
C -1.941 4.487 1.030
C -1.163 4.687 -0.287
N -0.904 3.432 -1.007
C -1.657 2.919 -2.044
C -1.102 1.717 -2.361
N -0.035 1.495 -1.513
C 0.030 2.518 -0.681
O -2.941 5.487 1.116
C -4.190 5.031 1.616
C -4.965 4.131 0.682
C -5.177 4.325 -0.651
Cl -4.692 5.650 -1.627
S -6.144 3.094 -1.355
C -6.305 2.295 0.144
C -5.640 2.951 1.129
C -0.306 5.577 2.705
Cl -0.382 7.117 1.914
C 0.541 5.468 3.797
H 0.164 2.169 4.461
H -1.358 2.387 2.511
H -2.416 3.505 0.985
H -0.208 5.166 -0.101
H -1.748 5.334 -0.927
H -2.476 3.472 -2.486
H -1.356 1.027 -3.153
H 0.782 2.665 0.086
H -4.762 5.929 1.836
H -4.040 4.499 2.563
H -6.900 1.391 0.217
H -5.636 2.627 2.166
H 1.081 6.338 4.152
F 3.503 -0.920 -2.323
As 4.657 -0.027 -1.300
F 5.900 -1.059 -1.815
F 4.884 1.076 -2.561
F 5.636 0.832 -0.220
F 3.245 0.964 -0.752
F 4.209 -1.138 -0.060
```

=====

Record 3
Formula: C43H37F11KN7O4
Source: the OMol25 dataset
Level of theory: wB97M-V/def2-TZVPD

Properties
Orbital gap (eV): 5.080
Highest occupied orbital energy (eV): -1.3
Energy above the lowest of the compared OMol25 structures with the same formula, charge and spin (eV): 1.342
Net charge: -2
Energy (hartree): -4043.57204

```
103
C43H37F11KN7O4 wB97M-V/def2-TZVPD
K 0.191 1.139 -0.011
C -0.984 -0.755 4.429
N -0.856 -0.542 3.013
C 0.518 -0.524 2.549
C 1.247 0.761 2.972
N 0.498 1.896 2.492
C 0.521 3.053 3.104
C 1.333 3.519 4.191
F 2.345 2.737 4.675
C 1.197 4.764 4.771
F 2.010 5.108 5.801
C 0.263 5.679 4.327
F 0.117 6.891 4.928
C -0.531 5.304 3.248
F -1.463 6.166 2.792
C -0.392 4.073 2.663
F -1.188 3.784 1.607
C -1.804 -1.309 2.218
C -2.908 -0.429 1.633
N -2.394 0.269 0.475
C -3.004 1.327 -0.005
C -4.215 1.979 0.405
F -4.977 1.439 1.398
C -4.703 3.131 -0.173
F -5.842 3.681 0.305
C -4.066 3.740 -1.239
F -4.524 4.901 -1.782
C -2.927 3.122 -1.729
F -2.308 3.656 -2.808
C -2.438 1.977 -1.157
F -1.366 1.385 -1.749
H -0.418 -0.004 4.982
H -2.032 -0.659 4.722
H -0.627 -1.757 4.748
H 1.095 -1.396 2.912
H 0.511 -0.576 1.461
H 1.363 0.749 4.063
H 2.262 0.723 2.548
H -1.289 -1.785 1.380
H -2.252 -2.108 2.829
H -3.766 -1.073 1.368
H -3.244 0.248 2.429
C -1.246 4.420 -5.901
C -0.518 5.470 -5.062
C -1.518 6.519 -4.597
C -0.857 7.526 -3.671
C -0.285 6.797 -2.488
C -0.206 7.392 -1.249
C 0.345 6.703 -0.175
F 0.445 7.347 1.006
C 0.794 5.421 -0.304
C 0.720 4.799 -1.556
C 1.269 3.435 -1.692
O 1.699 2.825 -0.716
C 1.317 2.934 -3.047
C 0.786 3.661 -4.049
N 0.160 4.864 -3.902
C 0.184 5.481 -2.657
C 1.975 1.588 -3.332
O 2.770 1.538 -4.290
O 1.631 0.663 -2.555
H -1.873 4.930 -6.635
H -1.881 3.810 -5.258
H -0.567 3.767 -6.444
H 0.241 5.962 -5.685
H -2.333 6.018 -4.067
H -1.934 7.009 -5.479
H -1.572 8.278 -3.333
H -0.061 8.053 -4.209
H -0.566 8.403 -1.102
H 1.209 4.872 0.532
H 0.848 3.280 -5.058
O 2.853 -1.298 0.471
C 3.826 -1.002 -0.225
C 5.242 -1.314 0.229
C 5.849 -2.487 -0.559
C 5.526 -2.453 -2.055
C 5.802 -1.092 -2.693
C 4.837 0.033 -2.224
N 3.715 -0.427 -1.427
H 5.200 -1.545 1.292
H 5.860 -0.422 0.103
H 5.486 -3.429 -0.138
H 6.935 -2.475 -0.422
H 4.473 -2.697 -2.200
H 6.106 -3.226 -2.567
H 5.732 -1.193 -3.778
H 6.832 -0.798 -2.467
H 4.393 0.531 -3.085
H 5.401 0.791 -1.672
H 2.781 -0.137 -1.768
N -3.195 -6.869 -1.131
C -2.354 -6.116 -0.911
C -1.286 -5.198 -0.635
C -0.069 -5.659 -0.135
C 0.931 -4.741 0.108
C 0.689 -3.396 -0.157
N -0.474 -2.954 -0.634
C -1.438 -3.829 -0.864
H 0.071 -6.715 0.055
H 1.889 -5.052 0.502
H 1.447 -2.640 0.031
H -2.376 -3.434 -1.240
```

=====

Record 4
Formula: C43H38AsN3OPdS
Source: the OMol25 dataset
Level of theory: wB97M-V/def2-TZVPD

Properties
Orbital gap (eV): 5.851
Highest occupied orbital energy (eV): -5.8
Energy above the lowest of the compared OMol25 structures with the same formula, charge and spin (eV): 1.452
Energy (hartree): -4662.70102

```
88
C43H38AsN3OPdS wB97M-V/def2-TZVPD
Pd -0.117 0.078 0.058
C 4.126 0.501 -0.411
C 4.538 0.834 0.868
C 3.626 0.878 1.903
C 2.263 0.594 1.688
C 1.836 0.390 0.365
C 2.770 0.318 -0.660
C 1.289 0.468 2.728
C 1.612 0.459 4.083
C 0.637 0.326 5.039
C -0.725 0.230 4.631
C -1.779 0.163 5.532
C -3.103 0.123 5.092
C -3.369 0.151 3.735
C -2.328 0.200 2.802
C -0.998 0.248 3.224
N -0.006 0.320 2.316
H 4.850 0.392 -1.211
H 5.588 1.034 1.056
H 3.969 1.146 2.894
H 2.455 0.148 -1.681
H 2.651 0.565 4.379
H 0.880 0.311 6.097
H -1.549 0.139 6.594
H -3.914 0.094 5.813
H -4.396 0.109 3.384
H -2.553 0.235 1.743
S -2.191 -0.559 -1.180
C -2.557 -2.037 -0.424
N -3.039 -3.045 -1.181
C -3.214 -4.399 -0.682
C -3.658 -4.324 0.769
C -2.642 -3.495 1.540
N -2.477 -2.209 0.891
H -3.122 -2.853 -2.162
H -2.269 -4.954 -0.753
H -3.961 -4.904 -1.296
H -3.740 -5.324 1.193
H -4.636 -3.839 0.816
H -1.684 -4.024 1.574
H -2.979 -3.319 2.561
H -1.986 -1.492 1.419
C -0.421 4.870 -0.207
C -1.288 4.128 0.577
C -1.198 2.742 0.598
C -0.267 2.064 -0.182
C 0.552 2.816 -1.020
C 0.488 4.206 -1.017
H -0.452 5.953 -0.183
H -2.028 4.626 1.193
H -1.874 2.208 1.257
H 1.266 2.346 -1.682
H 1.168 4.773 -1.644
O 0.225 -2.153 0.189
As 1.248 -2.836 -0.912
C 0.780 -4.710 -0.885
C 0.634 -5.498 -2.022
C 0.228 -6.816 -1.903
C 0.013 -7.369 -0.648
C 0.220 -6.601 0.494
C 0.592 -5.274 0.373
C 0.968 -2.217 -2.730
C -0.198 -2.585 -3.396
C -0.480 -2.061 -4.646
C 0.378 -1.140 -5.228
C 1.538 -0.768 -4.567
C 1.844 -1.322 -3.334
C 3.071 -2.751 -0.326
C 4.163 -2.946 -1.164
C 5.438 -2.949 -0.626
C 5.616 -2.787 0.742
C 4.518 -2.636 1.581
C 3.242 -2.620 1.042
H 0.822 -5.069 -3.000
H 0.080 -7.417 -2.792
H -0.313 -8.397 -0.559
H 0.082 -7.036 1.475
H 0.732 -4.646 1.248
H -0.871 -3.306 -2.946
H -1.382 -2.360 -5.167
H 0.152 -0.727 -6.202
H 2.206 -0.042 -5.011
H 2.777 -1.076 -2.847
H 4.018 -3.084 -2.231
H 6.296 -3.078 -1.274
H 6.616 -2.780 1.158
H 4.651 -2.534 2.649
H 2.368 -2.471 1.671
```

=====

Record 5
Formula: C43H38F6N3
Source: the OMol25 dataset
Level of theory: wB97M-V/def2-TZVPD

Properties
Orbital gap (eV): 4.564
Highest occupied orbital energy (eV): -9.1
Net charge: +1
Energy (hartree): -2424.56318

```
90
C43H38F6N3 wB97M-V/def2-TZVPD
C -2.630 7.065 2.341
N -2.938 5.950 1.469
C -3.263 6.273 0.091
C -2.901 4.662 1.908
C -2.690 4.357 3.287
C -2.782 3.057 3.732
C -3.032 1.977 2.840
C -3.225 0.676 3.373
C -3.852 -0.391 2.729
C -4.003 -1.728 3.282
C -4.829 -2.483 2.435
C -5.198 -1.654 1.309
C -4.604 -0.393 1.476
C -3.100 2.281 1.451
C -3.084 3.583 1.001
H -1.697 6.878 2.889
H -2.514 7.956 1.717
H -3.420 7.246 3.087
H -4.206 5.797 -0.217
H -3.362 7.362 0.013
H -2.480 5.929 -0.606
H -2.476 5.170 3.982
H -2.700 2.829 4.793
H -2.931 0.519 4.410
H -3.522 -2.031 4.211
H -5.135 -3.516 2.575
H -5.848 -1.945 0.488
H -4.782 0.475 0.852
H -3.184 1.485 0.720
H -3.211 3.782 -0.069
F 4.030 -0.853 5.769
C 3.605 0.066 4.861
F 2.289 -0.208 4.563
F 3.616 1.303 5.469
C 4.415 0.121 3.597
N 3.780 1.085 2.691
C 4.510 2.290 2.469
C 5.560 2.295 1.532
C 6.388 3.412 1.419
C 6.181 4.526 2.240
C 5.177 4.498 3.211
C 4.338 3.388 3.326
C 2.722 0.690 1.895
C 1.778 1.662 1.475
C 0.682 1.289 0.727
C 0.514 -0.054 0.272
C -0.601 -0.402 -0.539
C -0.571 -1.408 -1.535
C -1.787 -1.921 -2.063
C -1.807 -2.967 -2.956
C -0.599 -3.463 -3.517
N -0.607 -4.409 -4.516
C -1.780 -5.264 -4.700
C -1.781 -6.346 -3.651
F -2.900 -7.113 -3.660
F -0.691 -7.169 -3.825
F -1.643 -5.815 -2.393
C 0.438 -4.553 -5.472
C 1.535 -5.375 -5.173
C 2.465 -5.684 -6.165
C 2.335 -5.154 -7.452
C 1.254 -4.314 -7.747
C 0.302 -4.017 -6.770
C 0.627 -2.919 -3.057
C 0.639 -1.905 -2.120
C 1.501 -1.008 0.673
C 2.553 -0.654 1.490
H 5.418 0.489 3.829
H 4.439 -0.881 3.164
H 5.713 1.399 0.926
H 7.196 3.394 0.686
H 6.812 5.407 2.141
H 5.040 5.340 3.894
H 3.562 3.338 4.092
H 1.933 2.703 1.768
H -0.066 2.026 0.428
H -1.511 0.187 -0.445
H -2.725 -1.473 -1.737
H -2.765 -3.382 -3.256
H -2.700 -4.689 -4.592
H -1.702 -5.739 -5.681
H 1.628 -5.775 -4.157
H 3.304 -6.332 -5.909
H 3.081 -5.387 -8.215
H 1.154 -3.872 -8.739
H -0.551 -3.357 -6.965
H 1.570 -3.310 -3.445
H 1.593 -1.459 -1.837
H 1.417 -2.043 0.342
H 3.291 -1.407 1.774
```

=====

Question: The lowest energy belongs to which entry?
Answer: C43H37AsCl5F6N3O3P2PtS